DFT (ωB97M-V/def2-TZVPD) results for C14H20BrMnN5S as an isolated structure.

Cartesian coordinates (Å):
1 Br 0.3022 -2.4335 -5.5429
2 Mn -0.6939 -0.4488 -0.2701
3 S 5.8354 1.9814 1.5893
4 N -2.2122 0.8121 -0.8232
5 N 4.3375 4.1122 1.8440
6 N -0.4924 -2.0946 -1.5347
7 N 0.8190 0.7857 0.3192
8 N -1.6710 -1.2520 1.3196
9 C 2.0132 0.1588 0.3835
10 C 0.7944 2.0859 0.6438
11 C 4.4265 2.8164 1.5203
12 C -3.5264 0.4206 1.2744
13 C 1.9165 2.7867 1.0359
14 C -0.4596 -3.3672 -1.1067
15 C -3.0150 1.4403 0.2720
16 C -0.2649 -1.8543 -2.8362
17 C 3.1733 0.7866 0.7642
18 C -0.2009 -4.4270 -1.9531
19 C 0.0319 -4.1764 -3.2957
20 C -0.0007 -2.8618 -3.7454
21 C 3.1498 2.1388 1.1057
22 C -2.4593 -0.2601 2.1144
23 H 1.7875 3.8317 1.2751
24 H -0.2940 -0.8215 -3.1661
25 H -3.8548 1.9794 -0.1669
26 H 3.4879 4.6455 1.8188
27 H -0.6438 -3.5354 -0.0534
28 H -2.3121 -1.9932 1.0349
29 H 2.0257 -0.8919 0.1089
30 H -4.1522 -0.3277 0.7757
31 H -4.1920 0.9500 1.9584
32 H -2.3845 2.1750 0.7749
33 H -1.0157 -1.7075 1.9556
34 H -0.1639 2.5855 0.5837
35 H 5.1765 4.5899 2.1338
36 H -2.9253 -0.7710 2.9570
37 H 0.2357 -4.9842 -3.9858
38 H -0.1829 -5.4358 -1.5661
39 H -2.8629 0.2803 -1.4027
40 H 4.1106 0.2488 0.8010
41 H -1.7586 0.4726 2.5196
42 H -1.8847 1.5597 -1.4348

The charge is +2. Its spin multiplicity is 2. The value obtained for the frontier orbital gap (spin up / spin down) is 0.249 / 0.255 Eh. The calculation puts the relative energy (zero: lowest compared OMol25 entry of this formula, charge and spin) at 5.75 kJ/mol. The HOMO energy (spin up / spin down) is -13.44 / -13.45 eV. As for the expectation value of S²: 1.123. Its molar mass is 425.26 g mol⁻¹. The calculated total energy is -4941.92704 Ha.

Atomic partial charges in e from the natural (NBO) method, atoms 1 to 8:
1. Br 0.18
2. Mn 1.26
3. S 0.00
4. N -0.84
5. N -0.74
6. N -0.57
7. N -0.58
8. N -0.83